{"formula": "C4H7NO", "method": "the ωB97M-V functional and the def2-TZVPD basis", "total_energy_ev": -7795.83862, "de_lowest_kcal_mol": 87.8, "e_lumo_ha": 0.018, "homo_lumo_gap_ha": 0.3741, "symbols": ["C", "C", "C", "C", "O", "N", "H", "H", "H", "H", "H", "H", "H"], "coordinates": [[-1.77912, -0.21321, 0.18208], [-0.41616, -0.40473, -0.47947], [0.60297, 0.65194, -0.02507], [1.97182, 0.10512, 0.08442], [3.13002, 0.62461, 0.41321], [2.64370, -0.94964, -0.00610], [-2.49536, -0.96009, -0.17505], [-1.69759, -0.32195, 1.27098], [-2.19330, 0.78054, -0.02711], [-0.51521, -0.36955, -1.57070], [0.63994, 1.51717, -0.69791], [0.35216, 1.05350, 0.96587], [-0.03430, -1.40446, -0.23518]], "forces_ev_per_a": [[-0.060, 0.013, 0.030], [-0.007, -0.092, -0.031], [0.060, -0.023, 0.007], [0.054, -0.257, -0.031], [0.062, 0.115, 0.011], [-0.305, 0.300, -0.021], [0.102, 0.134, 0.050], [-0.022, 0.035, -0.195], [0.072, -0.159, 0.020], [0.037, -0.023, 0.190], [0.010, -0.125, 0.098], [0.055, -0.095, -0.096], [-0.058, 0.176, -0.031]], "nbo_charge": [-0.603, -0.395, -0.496, 0.504, -0.421, -0.139, 0.218, 0.206, 0.205, 0.211, 0.249, 0.247, 0.214]}